# 1
Here is a 8-piece molecular cluster, C34H46BrClN9OPS2 overall at a distorted geometry from the Open Molecules 2025 dataset. Energies are from wB97M-V/def2-TZVPD.

Geometry as XYZ:
```
95
Properties=species:S:1:pos:R:3:lowdin_charge:R:1
N -4.76 0.30 -3.51 0.120
C 1.35 2.50 4.90 -0.113
H -4.60 3.28 -2.32 0.078
C 3.43 1.93 0.36 -0.170
H -15.50 -0.20 -1.51 0.076
C 3.86 3.46 2.59 -0.011
H 4.23 -2.35 -1.99 0.080
C -0.88 1.54 0.15 -0.389
C -4.20 -1.88 -0.13 -0.676
H -16.10 -1.34 -0.29 0.076
H -15.64 0.30 0.19 0.056
H 2.05 4.15 -2.40 0.058
P -5.14 1.81 2.87 0.619
C -16.10 -0.30 -0.60 -0.083
C 8.11 -4.32 -3.17 -0.082
N 9.56 -8.34 3.60 0.099
C -5.48 2.70 -2.58 -0.064
H 6.86 -0.21 -0.93 -0.131
C -3.40 0.56 0.66 -0.172
H 4.50 3.95 3.39 0.096
H -3.45 -3.53 1.18 0.050
H -2.19 -2.88 0.01 0.082
H -0.20 3.97 4.25 0.095
H -10.63 1.47 3.06 0.080
H -6.05 3.24 -3.34 0.078
C 8.75 -5.52 -2.53 -0.240
C 11.99 -4.57 -4.64 -0.060
H 5.24 1.26 -0.75 0.092
H 2.48 2.44 5.03 0.079
H 0.99 1.81 4.07 0.072
C 1.91 2.28 0.43 -0.337
H -6.11 2.58 -1.69 0.063
Cl -6.89 1.69 1.68 0.169
C -17.50 0.17 -0.86 -0.260
H 11.90 -3.74 -3.94 0.079
H -2.54 3.37 2.91 0.093
Br -5.85 -3.03 0.11 0.598
C 8.39 -7.90 1.23 -0.080
H -0.20 4.40 0.96 0.138
H 9.08 -7.35 0.57 0.047
H 2.60 5.06 4.17 0.099
C -4.63 -0.42 0.36 -0.279
H -3.96 -1.89 -1.26 0.094
S 6.47 -1.13 -1.91 0.625
H -10.32 -0.27 2.92 0.081
C -5.08 1.36 -3.10 -0.254
N -12.81 0.35 0.97 0.114
H -9.71 0.85 1.68 0.033
C -3.02 -2.56 0.73 -0.156
C -2.05 0.56 -0.12 -0.014
C 4.11 1.01 -0.76 -0.217
C -2.41 2.59 2.07 -0.002
H 12.21 -5.49 -4.08 0.081
H 0.83 2.15 5.86 0.079
N -0.08 3.64 1.66 0.006
H 3.56 4.84 -3.04 0.082
H 7.48 -7.30 1.36 0.075
C 1.33 3.21 1.53 -0.157
H 8.29 -3.44 -2.55 0.036
C 3.06 2.92 -3.81 -0.247
C 0.90 4.02 4.61 -0.263
C 10.71 -4.74 -5.40 -0.245
H 8.13 -8.84 0.76 0.077
C -3.57 1.61 1.80 -0.331
H 5.50 2.33 1.44 0.100
H -5.30 -0.56 1.29 0.059
N 3.37 1.86 -4.22 0.128
H -1.97 -0.23 -0.95 0.110
H -5.26 0.06 -0.48 0.097
N -18.60 0.53 -1.06 0.099
C 3.96 -0.56 -0.52 -0.234
H 0.85 4.61 5.61 0.120
C 9.04 -8.15 2.55 -0.259
H -5.34 3.96 2.55 0.046
C -1.05 2.60 1.28 -0.196
C 2.66 4.27 -3.29 -0.058
H 4.22 -0.65 -2.74 0.060
S 0.71 1.58 -0.82 0.888
N 9.25 -6.46 -2.03 0.110
H 7.03 -4.48 -3.26 0.080
H 2.88 -0.91 -0.46 0.106
O -5.05 3.48 3.37 -0.396
C -11.81 0.48 1.59 -0.240
H 8.54 -4.15 -4.16 0.028
H 12.81 -4.38 -5.33 0.078
H -2.61 -1.88 1.57 0.089
C 4.60 -1.28 -1.85 -0.524
C 2.33 3.79 2.60 -0.166
N 9.70 -4.87 -6.00 0.123
C 4.37 2.54 1.46 -0.020
H 4.60 -0.94 0.36 0.113
C -10.54 0.64 2.36 -0.073
H 2.10 4.81 -4.05 0.080
H 3.74 1.34 -1.80 0.077
N 1.80 4.70 3.63 -0.049
```

LUMO energy in eV: -0.80
E_HOMO in hartree: -0.3068
DFT total energy in eV: -164976.1094
SMILES string: CCNc1ccc(CCCS)c2c1Nc1cc(P(O)Cl)c(C[C@@H](C)Br)cc1S2.CC#N.CC#N.CC#N.CC#N.CC#N.CC#N.CC#N
Largest force on an atom in eV/A: 4.891

=====

# 2
Here is one molecule with the formula C34H46BrN3OS at a distorted geometry from the Open Molecules 2025 dataset. Energies are from wB97M-V/def2-TZVPD.

Geometry as XYZ:
```
86
Properties=species:S:1:pos:R:3:lowdin_charge:R:1
C 4.86 -5.87 -2.10 -0.108
C -3.31 2.21 -1.97 0.017
H 4.23 -6.68 -4.04 0.086
H 0.60 6.83 -2.63 0.104
H -4.28 0.08 -3.49 0.117
C 5.20 -4.88 0.74 -0.177
C -5.01 0.86 -3.27 -0.153
C -5.11 0.19 0.35 -0.194
C -5.30 2.15 1.70 -0.514
C 4.68 -5.90 -3.46 -0.104
H -4.94 2.15 -0.26 0.082
H -6.42 1.32 -1.69 0.104
H 1.80 1.86 0.26 0.048
H 1.60 -4.88 2.40 0.108
H -3.54 2.33 2.89 0.090
C 1.91 4.12 -1.08 -0.585
C -3.92 4.51 -3.41 -0.077
H 0.03 3.40 1.77 0.116
H 4.24 -3.98 3.57 0.112
H 4.57 -6.62 -1.39 0.102
C -4.59 3.31 -3.67 -0.022
H 5.25 -4.37 -5.00 0.088
H 6.98 -4.30 -0.39 0.122
C 0.78 2.19 0.15 -0.158
H -6.74 -0.15 -2.56 0.104
H 3.86 -5.51 2.80 0.106
H -4.07 0.08 0.67 0.110
C 1.41 -1.96 3.97 -0.214
H 5.95 -5.16 1.47 0.114
H -4.11 5.42 -3.95 0.103
C -4.28 2.15 -2.96 -0.217
C 0.75 3.48 -0.64 -0.183
H -5.59 1.00 -4.17 0.107
C 1.73 -2.75 2.71 -0.217
H -4.10 3.84 2.15 0.093
C -5.23 -0.42 -1.06 -0.165
H 2.81 5.78 -2.12 0.094
H 4.70 -2.96 1.55 0.109
H 0.33 -0.13 1.66 0.105
N 5.47 -4.70 -1.76 -0.115
H 6.17 -3.02 -2.89 0.112
H -4.24 -0.69 -1.41 0.092
N -1.70 3.43 -0.60 0.060
H 1.93 2.09 2.69 0.111
C 5.69 -3.98 -2.91 -0.110
C -5.95 0.45 -2.12 -0.176
S -2.08 6.02 -2.00 1.034
H 2.46 -2.20 2.13 0.086
H 3.37 -3.74 0.73 0.120
C 0.62 -0.66 3.72 -0.202
Br 3.65 3.41 -0.74 0.765
H 0.85 -2.57 4.67 0.104
C 0.67 5.91 -2.08 -0.093
H 2.02 -0.10 2.12 0.102
C 5.22 -4.70 -3.97 -0.108
H -5.33 3.29 -4.45 0.112
C 2.20 -4.19 2.99 -0.202
C 0.93 1.68 2.65 -0.194
N -5.48 1.61 0.40 0.014
H -5.70 -0.36 1.07 0.117
H -3.07 1.30 -1.42 0.121
H 1.98 -4.41 4.03 0.101
C 1.01 0.13 2.45 -0.194
H -2.08 3.82 0.25 0.115
H -0.88 1.94 1.51 0.091
C -0.50 5.29 -1.66 -0.442
H -0.43 -0.93 3.62 0.110
H 5.67 -3.15 -0.43 0.114
C 4.21 -3.92 1.40 -0.219
C -3.94 2.78 1.99 0.014
H -5.76 -1.36 -0.98 0.103
C 3.69 -4.43 2.75 -0.204
H 0.82 -2.78 2.10 0.116
H 0.70 -0.01 4.59 0.098
C 0.12 2.34 1.55 -0.203
H 2.33 -1.69 4.49 0.114
C -0.48 4.08 -0.96 -0.214
H 4.66 -5.76 0.43 0.093
C -2.97 4.53 -2.40 -0.451
H -3.27 2.61 1.16 0.037
C 5.90 -4.21 -0.45 -0.130
C 1.89 5.32 -1.79 -0.128
H 0.44 1.87 3.60 0.100
C -2.66 3.39 -1.65 -0.255
H 0.26 1.44 -0.43 0.122
O -6.15 2.09 2.53 0.113
```

LUMO energy in eV: 0.42
E_HOMO in hartree: -0.2992
DFT total energy in eV: -123399.8048
SMILES string: CC(=O)NCCCCc1ccc2c(c1)Nc1c(ccc(Br)c1CCCCCCCCCCCCn1cccc1)S2
Energy above the lowest of the compared OMol25 structures with the same formula, charge and spin in kJ/mol: 17.0
Largest force on an atom in eV/A: 1.172

=====

# 3
Here is C34H46ClF3O3P4Sn as an isolated structure at a distorted geometry from the Open Molecules 2025 dataset. Energies are from wB97M-V/def2-TZVPD.

Geometry as XYZ:
```
92
Properties=species:S:1:pos:R:3:lowdin_charge:R:1
C -4.75 1.45 2.69 -0.219
H 1.36 -0.92 0.57 0.172
H -0.21 4.68 -5.85 0.108
P 0.81 2.34 3.13 0.789
H -0.20 4.34 3.97 0.040
C 3.17 -0.12 -2.54 -0.140
H -3.76 0.83 -0.19 0.062
O -0.29 -1.99 -0.10 0.010
C 2.62 2.89 -6.29 -0.066
H 2.39 0.51 3.17 0.038
H 0.91 3.86 1.28 0.048
H -2.34 -3.39 -4.43 0.104
C -0.33 -0.67 -4.72 -0.402
C 1.62 3.18 1.73 -0.214
C 0.11 -1.54 2.23 -0.336
H -0.11 -1.69 -1.00 0.087
F -3.22 1.46 7.23 0.142
H 2.62 -4.49 2.38 0.078
H 3.00 -2.76 2.54 0.070
H 1.92 2.45 0.98 0.043
C -0.42 -4.45 1.97 -0.140
C 0.59 -3.35 4.48 -0.148
H 2.99 1.87 4.14 0.068
H -0.66 -0.93 4.10 0.080
H 2.93 0.73 -1.91 0.086
C 2.24 -0.54 -3.49 -0.414
H 0.16 3.22 5.27 0.044
C 0.55 3.66 4.35 -0.194
C -3.84 -0.07 0.41 -0.197
H -0.43 -4.34 0.89 0.059
C -1.97 1.81 6.74 -0.446
C 4.39 -0.76 -2.40 -0.092
C -1.04 -1.71 -4.13 -0.129
C -0.51 -0.67 3.06 -0.137
C -3.77 -1.24 3.05 -0.202
O -1.28 1.23 4.48 -0.279
C -1.18 -1.36 -6.88 -0.060
H -5.73 0.99 2.55 0.071
H -1.23 -1.21 -7.95 0.113
C 3.76 -2.30 -4.14 -0.066
C 1.14 1.77 -4.74 -0.405
C -1.87 -2.40 -6.28 -0.070
H -1.00 -1.85 -3.06 0.068
H 0.14 0.31 -6.58 0.106
H 1.84 -1.99 -5.02 0.105
H -0.42 -3.24 4.85 0.069
H 1.48 4.18 4.55 0.075
Cl -2.09 3.48 2.11 0.202
C 0.29 -1.06 0.81 -0.336
H -2.47 -3.07 -6.89 0.111
F -1.57 3.00 7.33 0.143
H -0.70 2.80 -4.34 0.094
Sn -1.19 1.16 2.45 0.565
C -1.80 -2.58 -4.91 -0.083
H -4.80 -1.55 2.92 0.071
H 5.10 -0.42 -1.67 0.102
H 0.95 -4.35 4.74 0.079
H -3.56 -1.08 4.10 0.059
H -4.68 2.37 2.13 0.036
H -3.11 -2.02 2.67 0.035
H 3.56 2.91 -6.82 0.111
C 2.34 1.82 -5.45 -0.084
P 0.63 -3.16 2.68 0.913
C -0.40 -0.50 -6.10 -0.074
H -3.13 -0.80 0.02 0.046
H 3.06 1.02 -5.34 0.102
C 4.68 -1.86 -3.20 -0.078
H -1.11 2.10 -0.33 0.118
H -0.05 -5.44 2.24 0.079
H 1.92 4.75 -7.10 0.111
H 2.35 -3.40 1.02 0.069
C -2.05 1.98 5.26 -0.424
F -1.06 0.82 7.07 0.116
C -0.87 1.37 0.42 -0.023
H -1.44 -4.33 2.35 0.066
P -3.44 0.31 2.15 0.798
H 1.70 0.82 4.77 0.054
P 0.66 0.40 -3.61 1.062
C -0.36 0.27 0.82 -0.179
O -2.84 2.89 4.77 -0.034
H 1.23 -2.61 4.95 0.072
C 2.11 1.29 3.87 -0.202
C 2.31 -3.48 2.10 -0.140
H -4.60 1.68 3.74 0.045
C 1.70 3.92 -6.44 -0.069
H 3.99 -3.16 -4.76 0.112
C 0.23 2.82 -4.89 -0.121
H 5.63 -2.37 -3.09 0.109
C 0.50 3.88 -5.74 -0.076
C 2.55 -1.64 -4.29 -0.079
H -4.85 -0.47 0.32 0.072
H 2.50 3.73 2.05 0.067
```

Charge: +2
LUMO energy in eV: -7.14
E_HOMO in hartree: -0.4514
DFT total energy in eV: -105791.1822
Largest force on an atom in eV/A: 7.959